Entry 1:
{"formula": "C10H26F2HgNO11S2", "method": "ωB97M-V with the def2-TZVPD basis set", "species": ["Hg", "O", "C", "C", "O", "H", "H", "H", "H", "O", "C", "C", "O", "H", "H", "H", "H", "N", "S", "O", "O", "F", "S", "O", "O", "F", "C", "C", "O", "H", "H", "H", "H", "H", "H", "C", "C", "O", "H", "H", "H", "H", "H", "H", "C", "C", "O", "H", "H", "H", "H", "H", "H"], "positions_angstrom": [[0.02, -0.22, -0.05], [-0.67, 2.13, -0.64], [-0.66, 3.57, -0.86], [-1.80, 4.44, -0.24], [-3.16, 3.96, -0.39], [-0.54, 3.84, -1.91], [0.33, 3.84, -0.50], [-1.77, 5.49, -0.54], [-1.54, 4.67, 0.80], [-2.25, -0.38, 0.58], [-3.38, -0.99, 1.20], [-4.81, -0.22, 1.22], [-5.14, 0.72, 0.19], [-3.09, -1.18, 2.24], [-3.39, -2.06, 1.00], [-5.02, 0.21, 2.20], [-5.62, -0.95, 1.24], [-0.24, -1.04, -2.03], [0.54, -2.03, -3.01], [1.32, -1.52, -4.11], [-0.02, -3.35, -3.06], [1.66, -2.37, -1.91], [-1.63, -0.88, -2.93], [-1.61, -1.36, -4.35], [-2.25, 0.41, -2.62], [-2.63, -1.92, -2.21], [4.08, -0.28, -2.21], [3.62, 0.15, -0.77], [2.24, 0.58, -0.77], [5.16, -0.44, -2.22], [3.83, 0.47, -2.95], [3.68, -1.22, -2.57], [4.30, 0.98, -0.57], [3.87, -0.60, -0.02], [2.18, 1.52, -0.98], [-0.26, -3.53, 0.32], [0.58, -3.10, 1.52], [1.41, -2.10, 1.04], [0.30, -4.00, -0.48], [-0.73, -2.63, -0.06], [-1.03, -4.22, 0.66], [1.25, -3.87, 1.92], [-0.15, -2.81, 2.27], [2.17, -2.08, 1.62], [2.08, 1.89, 2.95], [0.57, 1.81, 2.59], [0.15, 0.52, 2.28], [2.62, 2.15, 2.04], [2.41, 0.90, 3.26], [2.32, 2.65, 3.69], [0.37, 2.37, 1.68], [-0.01, 2.19, 3.43], [0.33, -0.08, 3.01]], "lowdin_charge": [1.17, -0.39, -0.40, -0.49, -0.40, 0.05, 0.03, 0.02, 0.02, -0.37, -0.37, -0.45, -0.41, 0.03, 0.04, 0.03, 0.02, -0.37, 0.47, -0.29, -0.30, -0.23, 0.60, -0.34, -0.23, -0.18, -0.09, -0.26, -0.15, 0.05, 0.08, 0.04, 0.09, 0.10, 0.08, -0.09, -0.33, -0.15, 0.06, 0.03, 0.08, 0.10, 0.11, 0.08, -0.08, -0.30, -0.14, 0.05, 0.05, 0.05, 0.10, 0.11, 0.08], "total_charge": -3, "de_lowest_kcal_mol": 117.9, "gap_ev": 1.66}



Entry 2:
{"formula": "C5H13NO", "method": "ωB97M-V with the def2-TZVPD basis set", "species": ["C", "N", "C", "C", "C", "C", "H", "H", "H", "H", "H", "H", "H", "H", "H", "H", "H", "O", "H", "H"], "positions_angstrom": [[2.16, -1.11, -0.58], [1.39, -0.22, -0.17], [0.26, 0.21, -0.98], [-0.92, -0.77, -0.96], [-1.58, -0.93, 0.41], [-2.01, 0.35, 1.13], [3.09, -1.37, -0.07], [2.14, -1.66, -1.54], [0.03, 1.24, -0.70], [0.62, 0.37, -2.01], [-0.57, -1.76, -1.29], [-1.58, -0.47, -1.77], [-0.89, -1.47, 1.06], [-2.46, -1.56, 0.27], [-2.15, 0.04, 2.17], [-1.29, 1.15, 1.18], [-2.96, 0.73, 0.77], [2.08, 2.75, 1.07], [1.64, 1.92, 0.91], [3.02, 2.56, 1.12]], "lowdin_charge": [-0.07, -0.03, -0.25, -0.21, -0.26, -0.10, 0.07, 0.08, 0.10, 0.11, 0.10, 0.11, 0.10, 0.10, 0.07, 0.06, 0.07, -0.06, -0.03, 0.03], "de_lowest_kcal_mol": 35.1, "gap_ev": 10.65}



Entry 3:
{"formula": "C56H152N8O24", "method": "ωB97M-V with the def2-TZVPD basis set", "species": ["C", "O", "C", "C", "N", "C", "C", "O", "C", "H", "H", "H", "H", "H", "H", "H", "H", "H", "H", "H", "H", "H", "H", "H", "C", "O", "C", "C", "N", "C", "C", "O", "C", "H", "H", "H", "H", "H", "H", "H", "H", "H", "H", "H", "H", "H", "H", "H", "C", "O", "C", "C", "N", "C", "C", "O", "C", "H", "H", "H", "H", "H", "H", "H", "H", "H", "H", "H", "H", "H", "H", "H", "C", "O", "C", "C", "N", "C", "C", "O", "C", "H", "H", "H", "H", "H", "H", "H", "H", "H", "H", "H", "H", "H", "H", "H", "C", "O", "C", "C", "N", "C", "C", "O", "C", "H", "H", "H", "H", "H", "H", "H", "H", "H", "H", "H", "H", "H", "H", "H", "C", "O", "C", "C", "N", "C", "C", "O", "C", "H", "H", "H", "H", "H", "H", "H", "H", "H", "H", "H", "H", "H", "H", "H", "C", "O", "C", "C", "N", "C", "C", "O", "C", "H", "H", "H", "H", "H", "H", "H", "H", "H", "H", "H", "H", "H", "H", "H", "C", "O", "C", "C", "N", "C", "C", "O", "C", "H", "H", "H", "H", "H", "H", "H", "H", "H", "H", "H", "H", "H", "H", "H", "C", "O", "H", "H", "H", "H", "C", "O", "H", "H", "H", "H", "C", "O", "H", "H", "H", "H", "C", "O", "H", "H", "H", "H", "C", "O", "H", "H", "H", "H", "C", "O", "H", "H", "H", "H", "C", "O", "H", "H", "H", "H", "C", "O", "H", "H", "H", "H"], "positions_angstrom": [[-2.15, -3.06, 0.00], [-1.09, -2.19, 0.10], [-0.76, -1.56, -1.13], [0.25, -0.46, -0.87], [-0.38, 0.52, 0.05], [0.47, 1.72, 0.24], [-0.17, 2.78, 1.18], [0.78, 3.83, 1.48], [0.82, 4.20, 2.87], [-2.49, -3.42, 0.98], [-2.09, -3.94, -0.63], [-3.06, -2.55, -0.32], [-1.67, -1.18, -1.57], [-0.48, -2.40, -1.77], [0.62, -0.06, -1.81], [1.12, -0.86, -0.34], [-0.41, 0.06, 0.94], [0.83, 2.12, -0.71], [1.34, 1.36, 0.79], [-0.37, 2.21, 2.09], [-1.17, 3.11, 0.88], [1.53, 5.02, 2.93], [1.29, 3.38, 3.40], [-0.08, 4.57, 3.35], [-1.92, -0.66, 3.34], [-0.70, -0.56, 2.59], [0.30, -1.24, 3.37], [1.37, -1.83, 2.46], [1.06, -3.05, 1.72], [2.09, -3.55, 0.80], [1.60, -4.82, 0.06], [2.76, -5.20, -0.66], [2.50, -6.31, -1.50], [-2.50, 0.25, 3.23], [-1.76, -0.79, 4.41], [-2.52, -1.45, 2.88], [-0.01, -2.05, 4.03], [0.86, -0.46, 3.90], [2.10, -2.24, 3.16], [1.90, -1.09, 1.87], [0.21, -2.85, 1.22], [3.00, -3.80, 1.34], [2.33, -2.76, 0.09], [0.78, -4.52, -0.59], [1.26, -5.63, 0.71], [2.32, -7.26, -1.00], [3.36, -6.50, -2.14], [1.61, -6.13, -2.09], [5.06, -0.85, 3.17], [4.17, 0.16, 3.62], [4.88, 1.10, 4.34], [3.92, 2.22, 4.72], [4.49, 3.09, 5.76], [3.39, 4.00, 6.23], [3.91, 4.78, 7.55], [4.85, 5.78, 7.12], [5.35, 6.65, 8.11], [5.72, -1.25, 3.94], [5.63, -0.49, 2.31], [4.55, -1.73, 2.78], [5.77, 1.50, 3.86], [5.14, 0.65, 5.30], [3.06, 1.72, 5.17], [3.66, 2.73, 3.80], [5.19, 3.70, 5.35], [2.55, 3.40, 6.55], [3.04, 4.76, 5.52], [4.26, 4.10, 8.33], [3.07, 5.26, 8.03], [6.07, 7.27, 7.57], [5.81, 6.06, 8.91], [4.59, 7.30, 8.53], [-2.09, 7.22, -0.36], [-1.47, 7.71, 0.86], [-2.06, 7.29, 2.11], [-1.84, 8.33, 3.20], [-0.46, 8.81, 3.25], [-0.53, 10.10, 3.92], [0.80, 10.89, 3.81], [0.85, 11.37, 2.45], [1.81, 12.37, 2.24], [-2.46, 6.20, -0.21], [-1.37, 7.14, -1.18], [-2.96, 7.81, -0.61], [-1.64, 6.32, 2.39], [-3.12, 7.04, 2.13], [-2.14, 7.88, 4.15], [-2.56, 9.14, 3.06], [-0.28, 8.97, 2.27], [-0.78, 10.02, 4.98], [-1.26, 10.74, 3.42], [1.71, 10.32, 3.99], [0.80, 11.71, 4.53], [1.53, 13.21, 2.87], [1.61, 12.80, 1.25], [2.85, 12.10, 2.41], [-0.41, -13.50, -6.18], [-0.86, -12.30, -5.77], [-0.17, -11.18, -6.20], [-0.65, -9.92, -5.43], [0.09, -8.76, -5.90], [-0.32, -7.55, -5.22], [0.54, -6.29, -5.42], [-0.21, -5.29, -4.77], [0.52, -4.05, -4.79], [0.59, -13.69, -5.79], [-0.35, -13.60, -7.26], [-1.11, -14.29, -5.90], [-0.31, -11.09, -7.28], [0.88, -11.36, -5.98], [-0.50, -10.15, -4.37], [-1.72, -9.81, -5.61], [-0.26, -8.65, -6.84], [-0.22, -7.77, -4.15], [-1.37, -7.39, -5.44], [0.82, -6.06, -6.45], [1.45, -6.44, -4.84], [-0.06, -3.24, -4.36], [0.84, -3.76, -5.79], [1.42, -4.21, -4.19], [-1.11, -6.83, -0.70], [-0.76, -8.15, -1.24], [-1.34, -9.23, -0.49], [-0.86, -10.54, -1.09], [-1.49, -11.75, -0.50], [-1.00, -13.02, -1.00], [-1.51, -13.35, -2.43], [-2.90, -13.75, -2.51], [-3.34, -14.17, -3.78], [-0.70, -6.08, -1.38], [-0.62, -6.73, 0.27], [-2.17, -6.62, -0.55], [-2.42, -9.17, -0.62], [-1.05, -9.08, 0.55], [0.22, -10.58, -0.96], [-1.04, -10.55, -2.17], [-2.47, -11.64, -0.72], [-1.18, -13.79, -0.24], [0.09, -12.95, -1.01], [-0.84, -14.15, -2.74], [-1.36, -12.50, -3.10], [-2.82, -15.09, -4.06], [-3.18, -13.38, -4.51], [-4.42, -14.32, -3.84], [0.31, 5.36, -5.99], [0.20, 4.35, -5.07], [-0.31, 4.77, -3.82], [-0.47, 3.49, -2.96], [-1.74, 2.89, -3.36], [-2.01, 1.54, -2.80], [-3.34, 1.03, -3.41], [-3.30, 1.02, -4.87], [-4.54, 0.72, -5.52], [-0.68, 5.66, -6.35], [0.85, 5.11, -6.91], [0.72, 6.23, -5.47], [-1.25, 5.28, -4.03], [0.37, 5.44, -3.29], [-0.55, 3.77, -1.91], [0.30, 2.72, -2.99], [-1.89, 2.86, -4.36], [-1.99, 1.51, -1.71], [-1.16, 0.91, -3.08], [-4.15, 1.64, -3.00], [-3.60, 0.05, -3.03], [-4.44, 0.96, -6.58], [-5.30, 1.39, -5.12], [-4.92, -0.28, -5.37], [4.13, 1.43, 0.50], [3.74, 2.81, 0.64], [4.33, 3.77, -0.19], [3.61, 5.13, -0.16], [2.25, 5.02, -0.65], [1.42, 6.22, -0.38], [1.97, 7.56, -0.95], [3.17, 8.08, -0.37], [3.02, 8.61, 0.93], [5.21, 1.31, 0.65], [3.80, 1.02, -0.45], [3.63, 0.94, 1.34], [4.10, 3.38, -1.18], [5.39, 3.93, -0.01], [4.11, 5.82, -0.84], [3.63, 5.61, 0.81], [1.89, 4.24, -0.12], [1.11, 6.36, 0.66], [0.48, 6.16, -0.92], [1.28, 8.41, -1.00], [2.15, 7.40, -2.01], [3.94, 9.03, 1.34], [2.77, 7.84, 1.65], [2.27, 9.40, 1.00], [1.18, 7.15, 6.03], [0.47, 6.65, 4.88], [1.33, 8.19, 5.72], [0.63, 6.83, 6.91], [2.19, 6.76, 6.16], [0.18, 7.34, 4.28], [3.35, -2.61, -2.61], [3.25, -2.20, -3.99], [4.11, -2.11, -2.00], [2.39, -2.38, -2.15], [3.60, -3.65, -2.38], [4.03, -2.59, -4.41], [0.44, -0.07, -5.28], [0.66, -0.87, -4.11], [0.83, -0.61, -6.14], [-0.63, -0.04, -5.47], [0.83, 0.94, -5.20], [1.60, -1.07, -4.03], [-3.84, 0.34, 0.22], [-4.95, 0.33, -0.73], [-3.93, -0.44, 0.97], [-2.93, 0.08, -0.33], [-3.72, 1.31, 0.69], [-5.06, -0.51, -1.18], [-3.64, 3.62, 2.84], [-4.00, 4.57, 3.80], [-3.43, 2.62, 3.23], [-4.43, 3.43, 2.11], [-2.79, 4.12, 2.38], [-3.27, 4.76, 4.40], [-1.57, 4.01, 5.99], [-1.77, 5.16, 5.24], [-0.99, 3.28, 5.43], [-1.04, 4.29, 6.90], [-2.49, 3.51, 6.31], [-0.94, 5.61, 5.08], [-5.72, -3.16, 1.53], [-6.06, -3.78, 0.29], [-6.64, -2.75, 1.93], [-5.45, -3.93, 2.26], [-4.94, -2.42, 1.33], [-6.47, -4.61, 0.56], [-6.70, -1.73, -2.35], [-5.46, -2.13, -1.81], [-7.60, -2.25, -2.03], [-6.90, -0.67, -2.16], [-6.66, -1.80, -3.44], [-5.61, -2.79, -1.13]], "lowdin_charge": [-0.12, -0.22, -0.18, -0.18, -0.03, -0.16, -0.16, -0.22, -0.08, 0.09, 0.09, 0.07, 0.11, 0.12, 0.10, 0.09, 0.05, 0.10, 0.10, 0.10, 0.11, 0.08, 0.08, 0.06, -0.07, -0.22, -0.18, -0.22, -0.05, -0.17, -0.20, -0.20, -0.10, 0.07, 0.09, 0.08, 0.13, 0.12, 0.11, 0.10, 0.06, 0.12, 0.09, 0.11, 0.12, 0.09, 0.09, 0.07, -0.10, -0.20, -0.26, -0.21, -0.04, -0.17, -0.19, -0.22, -0.11, 0.09, 0.08, 0.07, 0.13, 0.12, 0.12, 0.11, 0.11, 0.11, 0.10, 0.11, 0.10, 0.09, 0.09, 0.08, -0.07, -0.20, -0.19, -0.21, -0.04, -0.19, -0.19, -0.22, -0.13, 0.08, 0.07, 0.09, 0.10, 0.12, 0.12, 0.12, 0.11, 0.12, 0.12, 0.12, 0.11, 0.08, 0.09, 0.09, -0.16, -0.21, -0.22, -0.20, -0.07, -0.21, -0.23, -0.19, -0.08, 0.09, 0.09, 0.08, 0.12, 0.12, 0.11, 0.12, 0.11, 0.11, 0.12, 0.12, 0.11, 0.07, 0.09, 0.07, -0.08, -0.21, -0.21, -0.20, -0.07, -0.19, -0.19, -0.19, -0.12, 0.07, 0.07, 0.08, 0.12, 0.12, 0.12, 0.09, 0.10, 0.11, 0.11, 0.12, 0.10, 0.08, 0.08, 0.09, -0.14, -0.19, -0.20, -0.19, -0.06, -0.17, -0.18, -0.20, -0.10, 0.08, 0.09, 0.08, 0.12, 0.10, 0.10, 0.11, 0.10, 0.09, 0.09, 0.11, 0.10, 0.08, 0.08, 0.08, -0.08, -0.21, -0.21, -0.20, -0.03, -0.18, -0.19, -0.20, -0.11, 0.08, 0.09, 0.06, 0.12, 0.12, 0.12, 0.11, 0.06, 0.10, 0.08, 0.12, 0.12, 0.09, 0.07, 0.07, -0.08, -0.17, 0.08, 0.09, 0.05, 0.03, -0.13, -0.12, 0.08, 0.06, 0.07, 0.09, -0.12, -0.15, 0.07, 0.07, 0.08, 0.03, -0.11, -0.14, 0.05, 0.04, 0.07, 0.00, -0.16, -0.13, 0.06, 0.08, 0.06, 0.01, -0.15, -0.15, 0.08, 0.08, 0.09, 0.02, -0.11, -0.13, 0.09, 0.09, 0.06, 0.09, -0.14, -0.13, 0.08, 0.08, 0.08, 0.03], "de_lowest_kcal_mol": 0.0, "gap_ev": 8.04}



Entry 4:
{"formula": "C2H10O2S2", "method": "ωB97M-V with the def2-TZVPD basis set", "species": ["C", "S", "S", "C", "H", "H", "H", "H", "H", "H", "O", "H", "H", "O", "H", "H"], "positions_angstrom": [[-2.04, 0.43, -0.42], [-0.51, 0.86, 0.47], [0.93, 0.59, -0.88], [1.54, -1.30, -0.83], [-2.12, 0.70, -1.44], [-2.45, -0.53, -0.33], [-2.89, 0.96, 0.01], [2.42, -1.38, -0.21], [0.83, -2.03, -0.60], [1.84, -1.36, -1.89], [5.88, 2.39, -1.03], [5.71, 2.59, -0.11], [5.49, 1.52, -1.38], [-6.08, -3.78, 2.79], [-5.21, -3.81, 2.28], [-5.73, -3.59, 3.67]], "lowdin_charge": [-0.48, 0.38, 0.35, -0.34, 0.02, 0.01, 0.03, 0.01, 0.00, 0.02, -0.09, 0.02, 0.07, -0.10, 0.07, 0.03], "de_lowest_kcal_mol": 32.8, "gap_ev": 9.50}



no.,HOMO level (eV),lowest unoccupied orbital energy (eV)
1,3.90,5.6
2,-9.71,0.9
3,-7.73,0.3
4,-9.06,0.4